Computed, not measured: 2 unconnected molecules or ions with the total composition C19H23FN4O5 in a non-equilibrium geometry, with wB97M-V/def2-TZVPD.

The geometry in XYZ format:
```
52
C19H23FN4O5 | the OMol25 dataset | wB97M-V/def2-TZVPD
C 1.7824 0.5363 4.9612
C 1.2145 0.6340 3.5463
O 0.4681 -0.1871 3.1452
N 1.5270 1.7517 2.6501
C 2.7876 1.3653 1.9662
C 1.6995 2.9576 3.3819
O 2.5973 3.6763 3.2008
O 0.7534 3.3323 4.3157
C -0.4895 3.7357 3.6757
C -1.6181 2.8916 4.3227
O -2.3766 3.4058 5.0395
N -1.6151 1.4721 4.0160
C -2.5001 1.0922 3.0300
O -3.3084 0.2892 3.1481
F -2.3638 1.6728 1.8144
H 0.9577 0.6441 5.6839
H 2.5081 1.3359 5.1938
H 2.3200 -0.4145 5.0999
H 3.5572 1.0485 2.6952
H 3.1743 2.1842 1.3447
H 2.5526 0.5306 1.2804
H -0.6480 4.8075 3.8649
H -0.4245 3.5751 2.5851
H -1.6914 0.8863 4.8415
C 1.9492 -3.4214 0.9534
N 1.2976 -2.8363 -0.2430
C 1.5830 -3.3387 -1.4572
C 0.9649 -2.8456 -2.5851
C 0.0273 -1.8191 -2.4756
C -0.2256 -1.3086 -1.2062
C 0.4214 -1.8309 -0.1053
C -0.7022 -1.2979 -3.6562
C -2.0935 -1.3344 -3.7016
C -2.7676 -0.8047 -4.7817
N -2.0947 -0.2447 -5.7994
C -0.7509 -0.2143 -5.7983
C -0.0351 -0.7355 -4.7429
C -2.8288 0.3657 -6.9343
H 3.0272 -3.3528 0.8228
H 1.6321 -4.4595 1.0327
H 1.6451 -2.8712 1.8399
H 2.3024 -4.1457 -1.5028
H 1.2047 -3.2858 -3.5450
H -0.9281 -0.4971 -1.0595
H 0.2381 -1.4540 0.8964
H -2.6668 -1.7781 -2.8970
H -3.8474 -0.8158 -4.8397
H -0.2672 0.2453 -6.6502
H 1.0458 -0.6761 -4.7671
H -2.4982 -0.1142 -7.8528
H -2.6003 1.4297 -6.9463
H -3.8964 0.2179 -6.8016
```

Computed properties:
Charge: +2
Molecular weight (u): 406.41
E_LUMO (eV): -7.7